Record 1
Computed, not measured: a 11-piece molecular cluster, C23H67O11S10 overall, with ωB97M-V with the def2-TZVPD basis set.

Bonds (Å) are listed after each position.
Element x y z (Å)
1 C -4.75 -7.57 17.14  C2 1.536, H5 1.086, H6 1.115, H7 1.104
2 C -5.08 -6.21 16.50  C1 1.536, C3 1.495, O4 1.373, H8 1.112
3 C -6.54 -6.09 16.20  C2 1.495, H9 1.113, H10 1.073, H11 1.056
4 O -4.89 -5.27 17.48  C2 1.373
5 H -5.35 -7.96 17.95  C1 1.086
6 H -3.74 -7.52 17.59  C1 1.115
7 H -4.56 -8.30 16.33  C1 1.104
8 H -4.39 -5.93 15.67  C2 1.112
9 H -7.20 -6.47 17.01  C3 1.113
10 H -6.78 -6.76 15.39  C3 1.073
11 H -6.96 -5.18 15.88  C3 1.056
12 C -6.89 -10.42 16.31  S13 1.808, H16 1.067, H17 1.074, H18 1.073
13 S -8.09 -9.21 16.91  C12 1.808, O14 1.572, C15 1.725
14 O -9.53 -9.72 16.52  S13 1.572
15 C -7.83 -9.36 18.61  S13 1.725, H19 1.100, H20 1.106, H21 1.049
16 H -5.89 -10.26 16.63  C12 1.067
17 H -6.97 -10.44 15.24  C12 1.074
18 H -7.21 -11.40 16.62  C12 1.073
19 H -6.82 -9.68 18.88  C15 1.100
20 H -8.36 -10.30 18.87  C15 1.106
21 H -8.18 -8.51 19.12  C15 1.049
22 C -5.10 -4.03 13.81  S23 1.798, H26 1.089, H27 1.058, H28 1.090
23 S -5.39 -2.52 12.86  C22 1.798, O24 1.552, C25 1.805
24 O -5.26 -2.86 11.35  S23 1.552
25 C -7.18 -2.68 13.04  S23 1.805, H29 1.018, H30 1.103, H31 1.068
26 H -5.57 -4.97 13.53  C22 1.089
27 H -5.28 -3.95 14.85  C22 1.058
28 H -4.03 -4.20 13.65  C22 1.090
29 H -7.39 -2.39 13.99  C25 1.018
30 H -7.47 -3.72 12.79  C25 1.103
31 H -7.66 -1.95 12.43  C25 1.068
32 C -5.51 -6.18 20.63  S33 1.730, H36 1.088, H37 1.103, H38 1.102
33 S -3.87 -6.47 20.16  C32 1.730, O34 1.540, C35 1.746
34 O -3.08 -5.84 21.33  S33 1.540
35 C -3.71 -8.16 20.57  S33 1.746, H39 1.066, H40 1.002, H41 1.076
36 H -5.73 -5.14 20.42  C32 1.088
37 H -5.55 -6.25 21.73  C32 1.103
38 H -6.30 -6.71 20.08  C32 1.102
39 H -4.35 -8.76 19.96  C35 1.066
40 H -3.94 -8.20 21.54  C35 1.002
41 H -2.68 -8.43 20.46  C35 1.076
42 C -10.68 -8.14 13.47  S43 1.752, H46 1.140, H47 1.124, H48 1.037
43 S -9.29 -7.49 14.30  C42 1.752, O44 1.536, C45 1.754
44 O -8.07 -8.29 13.80  S43 1.536
45 C -9.15 -5.88 13.61  S43 1.754, H49 1.149, H50 1.095, H51 1.027
46 H -10.68 -9.28 13.52  C42 1.140
47 H -10.72 -7.86 12.38  C42 1.124
48 H -11.49 -7.77 13.99  C42 1.037
49 H -10.26 -5.62 13.46  C45 1.149
50 H -8.61 -5.95 12.66  C45 1.095
51 H -8.78 -5.18 14.27  C45 1.027
52 C -2.37 -3.47 16.19  S53 1.739, H56 1.050, H57 1.056, H58 1.099
53 S -1.87 -4.62 17.40  C52 1.739, O54 1.518, C55 1.762
54 O -0.37 -4.71 17.18  S53 1.518
55 C -2.20 -3.74 18.88  S53 1.762, H59 1.131, H60 1.099, H61 1.107
56 H -3.42 -3.43 16.21  C52 1.050
57 H -2.06 -3.68 15.21  C52 1.056
58 H -1.98 -2.50 16.53  C52 1.099
59 H -1.59 -4.04 19.78  C55 1.131
60 H -3.27 -3.83 19.11  C55 1.099
61 H -1.89 -2.72 18.58  C55 1.107
62 C -4.80 -1.02 16.77  S63 1.770, H66 1.123, H67 1.095, H68 1.101
63 S -5.66 -2.21 17.76  C62 1.770, O64 1.539, C65 1.741
64 O -6.02 -1.37 19.00  S63 1.539
65 C -7.06 -2.33 16.74  S63 1.741, H69 1.017, H70 1.125, H71 1.061
66 H -4.17 -1.53 15.99  C62 1.123
67 H -4.07 -0.49 17.41  C62 1.095
68 H -5.37 -0.22 16.27  C62 1.101
69 H -7.89 -2.72 17.19  C65 1.017
70 H -6.79 -2.99 15.87  C65 1.125
71 H -7.36 -1.37 16.39  C65 1.061
72 C -8.39 -5.40 19.33  S73 1.754, H76 1.085, H77 1.059, H78 1.131
73 S -9.57 -4.12 19.14  C72 1.754, O74 1.492, C75 1.787
74 O -10.72 -4.62 19.94  S73 1.492
75 C -8.90 -2.82 20.17  S73 1.787, H79 1.100, H80 1.062, H81 1.105
76 H -7.56 -5.03 18.74  C72 1.085
77 H -8.74 -6.26 18.82  C72 1.059
78 H -8.15 -5.47 20.43  C72 1.131
79 H -9.63 -2.02 20.36  C75 1.100
80 H -8.02 -2.42 19.73  C75 1.062
81 H -8.68 -3.21 21.18  C75 1.105
82 C -4.99 -9.42 13.58  S83 1.821, H86 1.062, H87 1.134, H88 1.115
83 S -4.06 -8.06 12.81  C82 1.821, O84 1.537, C85 1.797
84 O -3.36 -8.80 11.66  S83 1.537
85 C -5.46 -7.13 12.17  S83 1.797, H89 1.093, H90 1.136, H91 1.119
86 H -5.76 -9.90 13.01  C82 1.062
87 H -5.44 -9.04 14.55  C82 1.134
88 H -4.33 -10.28 13.84  C82 1.115
89 H -6.27 -6.91 12.87  C85 1.093
90 H -5.92 -7.75 11.33  C85 1.136
91 H -5.16 -6.11 11.82  C85 1.119
92 C -1.53 -11.15 18.29  S93 1.764, H96 1.105, H97 1.046, H98 1.087
93 S -3.14 -10.50 17.98  C92 1.764, O94 1.555, C95 1.792
94 O -3.57 -10.89 16.53  S93 1.555
95 C -3.83 -11.63 19.19  S93 1.792, H99 1.048, H100 1.079, H101 1.138
96 H -0.82 -10.68 17.58  C92 1.105
97 H -1.49 -12.19 18.20  C92 1.046
98 H -1.17 -10.86 19.27  C92 1.087
99 H -3.56 -12.61 18.94  C95 1.048
100 H -4.89 -11.52 19.05  C95 1.079
101 H -3.46 -11.44 20.25  C95 1.138
102 C -0.53 -7.43 12.92  S103 1.763, H106 1.117, H107 1.116, H108 1.071
103 S -0.93 -6.52 14.37  C102 1.763, O104 1.518, C105 1.821
104 O -2.22 -5.86 13.91  S103 1.518
105 C -1.35 -7.94 15.43  S103 1.821, H109 1.066, H110 1.119, H111 1.065
106 H -0.10 -8.42 13.21  C102 1.117
107 H 0.22 -6.86 12.30  C102 1.116
108 H -1.48 -7.57 12.45  C102 1.071
109 H -0.37 -8.23 15.72  C105 1.066
110 H -2.05 -8.66 14.92  C105 1.119
111 H -1.84 -7.67 16.33  C105 1.065

## Properties
**ΔE to the lowest compared entry with this formula, charge and spin**: 1.116 eV
**Net charge**: -1
**HOMO-LUMO gap**: 5.6 eV
**DFT total energy**: -155801.30521 eV
**HOMO energy**: -3.980 eV
**Largest force on an atom**: 4.14 eV/A


Record 2
Computed, not measured: a 10-piece molecular cluster, C23H68N2O10 overall, with ωB97M-V with the def2-TZVPD basis set.

Bonds (Å) are listed after each position.
Element x y z (Å)
1 C 4.95 -0.39 0.98  O2 1.390, H3 1.090, H4 1.090, H5 1.090
2 O 4.31 -1.29 1.82  C1 1.390, H6 0.960
3 H 4.16 0.03 0.35  C1 1.090
4 H 5.45 0.40 1.54  C1 1.090
5 H 5.71 -0.86 0.36  C1 1.090
6 H 4.98 -1.68 2.40  O2 0.960
7 C 0.16 0.75 -3.90  C8 1.542, H10 1.090, H11 1.090, H12 1.090
8 C -1.02 1.22 -4.78  C7 1.542, O9 1.425, H13 1.090, H14 1.090
9 O -2.19 1.17 -3.96  C8 1.425, H15 0.960
10 H 0.24 1.32 -2.98  C7 1.090
11 H 1.15 0.73 -4.37  C7 1.090
12 H -0.03 -0.28 -3.59  C7 1.090
13 H -1.30 0.64 -5.66  C8 1.090
14 H -0.92 2.26 -5.09  C8 1.090
15 H -2.83 1.76 -4.36  O9 0.960
16 C 1.14 -3.21 -0.36  C17 1.544, H19 1.090, H20 1.090, H21 1.090
17 C 1.29 -4.72 -0.09  C16 1.544, O18 1.403, H22 1.090, H23 1.090
18 O 2.66 -5.05 -0.12  C17 1.403, H24 0.960
19 H 1.71 -2.74 0.43  C16 1.090
20 H 0.13 -2.79 -0.28  C16 1.090
21 H 1.58 -2.92 -1.32  C16 1.090
22 H 0.75 -5.26 -0.87  C17 1.090
23 H 0.86 -4.95 0.88  C17 1.090
24 H 3.04 -4.80 0.73  O18 0.960
25 C 4.58 -0.12 -3.57  C26 1.509, H28 1.090, H29 1.090, H30 1.090
26 C 3.50 -1.04 -3.07  C25 1.509, O27 1.412, H31 1.090, H32 1.090
27 O 3.10 -1.96 -4.06  C26 1.412, H33 0.960
28 H 4.23 0.51 -4.39  C25 1.090
29 H 5.47 -0.64 -3.93  C25 1.090
30 H 4.90 0.55 -2.77  C25 1.090
31 H 2.60 -0.50 -2.76  C26 1.090
32 H 3.80 -1.52 -2.14  C26 1.090
33 H 3.43 -2.84 -3.86  O27 0.960
34 C -0.42 0.23 4.80  C35 1.496, H37 1.090, H38 1.090, H39 1.090
35 C -0.40 0.04 6.28  C34 1.496, O36 1.421, H40 1.090, H41 1.091
36 O -1.24 0.98 6.95  C35 1.421, H42 0.960
37 H -1.43 0.19 4.40  C34 1.090
38 H 0.00 -0.67 4.34  C34 1.090
39 H 0.01 1.21 4.60  C34 1.090
40 H 0.60 0.11 6.70  C35 1.090
41 H -0.81 -0.92 6.59  C35 1.091
42 H -1.35 0.63 7.84  O36 0.960
43 C -3.33 0.13 0.62  C44 1.479, H46 1.090, H47 1.090, H48 1.090
44 C -3.47 0.40 -0.82  C43 1.479, O45 1.403, H49 1.091, H50 1.091
45 O -2.23 0.23 -1.46  C44 1.403, H51 0.962
46 H -2.66 0.91 1.00  C43 1.090
47 H -2.98 -0.90 0.67  C43 1.090
48 H -4.31 0.22 1.08  C43 1.090
49 H -3.82 1.43 -0.96  C44 1.091
50 H -4.19 -0.22 -1.36  C44 1.091
51 H -2.23 0.66 -2.32  O45 0.962
52 C 0.38 -0.12 1.49  C53 1.504, H55 1.090, H56 1.090, H57 1.090
53 C 0.88 0.79 0.40  C52 1.504, O54 1.402, H58 1.090, H59 1.090
54 O -0.29 1.43 -0.02  C53 1.402, H60 0.962
55 H -0.27 -0.90 1.11  C52 1.090
56 H -0.24 0.39 2.23  C52 1.090
57 H 1.24 -0.58 1.98  C52 1.090
58 H 1.37 0.28 -0.43  C53 1.090
59 H 1.47 1.62 0.79  C53 1.090
60 H -0.78 0.84 -0.60  O54 0.962
61 C 3.37 3.27 -1.07  C62 1.547, H64 1.090, H65 1.090, H66 1.090
62 C 4.81 3.18 -0.51  C61 1.547, O63 1.417, H67 1.090, H68 1.090
63 O 5.68 2.69 -1.51  C62 1.417, H69 0.960
64 H 3.31 3.97 -1.90  C61 1.090
65 H 2.69 3.72 -0.34  C61 1.090
66 H 3.06 2.26 -1.31  C61 1.090
67 H 4.86 2.47 0.32  C62 1.090
68 H 5.17 4.17 -0.21  C62 1.090
69 H 6.59 2.81 -1.21  O63 0.960
70 C -0.04 4.50 -1.60  C71 1.516, H76 1.090, H77 1.090, H78 1.090
71 C -0.92 4.73 -0.39  C70 1.516, C72 1.527, N75 1.485, H79 1.090
72 C -2.29 4.08 -0.59  C71 1.527, O73 1.455, H80 1.090, H81 1.090
73 O -3.05 4.88 -1.53  C72 1.455, C74 1.416
74 C -4.22 4.17 -1.90  O73 1.416, H82 1.090, H83 1.090, H84 1.091
75 N -0.29 4.21 0.85  C71 1.485, H85 1.010, H86 1.011
76 H 0.94 4.88 -1.33  C70 1.090
77 H -0.44 5.03 -2.46  C70 1.090
78 H 0.09 3.43 -1.77  C70 1.090
79 H -1.03 5.81 -0.28  C71 1.090
80 H -2.82 4.07 0.37  C72 1.090
81 H -2.11 3.06 -0.92  C72 1.090
82 H -4.89 4.82 -2.44  C74 1.090
83 H -4.66 3.65 -1.05  C74 1.090
84 H -3.98 3.38 -2.62  C74 1.091
85 H -0.87 4.33 1.67  N75 1.010
86 H -0.28 3.21 0.72  N75 1.011
87 C -4.82 -4.81 1.80  C88 1.588, H93 1.090, H94 1.090, H95 1.090
88 C -3.75 -4.01 0.93  C87 1.588, C89 1.538, N92 1.427, H96 1.090
89 C -2.38 -4.10 1.61  C88 1.538, O90 1.401, H97 1.091, H98 1.091
90 O -2.41 -3.82 2.98  C89 1.401, C91 1.412
91 C -1.14 -3.62 3.57  O90 1.412, H99 1.090, H100 1.090, H101 1.091
92 N -3.75 -4.47 -0.42  C88 1.427, H102 1.011, H103 1.011
93 H -4.82 -4.37 2.80  C87 1.090
94 H -4.45 -5.82 1.96  C87 1.090
95 H -5.78 -4.85 1.30  C87 1.090
96 H -4.00 -2.95 1.01  C88 1.090
97 H -1.79 -3.32 1.11  C89 1.091
98 H -1.85 -5.03 1.39  C89 1.091
99 H -0.65 -4.56 3.81  C91 1.090
100 H -1.24 -3.07 4.51  C91 1.090
101 H -0.51 -2.90 3.04  C91 1.091
102 H -3.28 -5.37 -0.46  N92 1.011
103 H -3.18 -3.92 -1.04  N92 1.011

## Properties
**ΔE to the lowest compared entry with this formula, charge and spin**: 0.000 eV
**HOMO-LUMO gap**: 9.3 eV
**DFT total energy**: -48404.90483 eV
**Structure (SMILES)**: COC[C@H](C)N.COC[C@H](C)N.CCO.CCO.CCO.CCO.CCO.CCO.CCO.CO
**HOMO energy**: -8.965 eV
**Largest force on an atom**: 2.74 eV/A